[1]
C23H61FNO13PS9 | ωB97M-V/def2-TZVPD

Summary:
highest occupied orbital energy: -7.928 eV
calculated total energy: -162463.3986 eV
Kohn-Sham gap: 8.209 eV
spin multiplicity: 1
LUMO energy: 0.0103 Eh

The geometry in XYZ format:
```
109
C23H61FNO13PS9 (ωB97M-V/def2-TZVPD)
N 2.095 0.827 2.444
P 1.491 -0.333 1.593
C 1.785 -2.053 2.214
O 1.308 -2.977 1.199
C 2.373 -3.289 0.394
O 2.305 -4.013 -0.537
O 3.482 -2.642 0.836
C 3.231 -2.535 2.255
C 4.323 -1.802 3.035
C 5.466 -1.363 2.154
O 6.342 -2.033 1.757
F 5.399 -0.058 1.858
H 2.586 0.568 3.286
H 0.097 -0.243 1.427
H 1.952 -0.308 0.268
H 1.287 -2.197 3.172
H 3.162 -3.574 2.597
H 3.906 -0.956 3.573
H 4.758 -2.501 3.747
C -0.039 -1.904 -1.663
S 0.852 -0.831 -2.782
O 0.829 0.523 -2.143
C -0.376 -0.861 -4.079
H 0.557 -1.992 -0.762
H -1.012 -1.469 -1.438
H -0.168 -2.887 -2.113
H -1.330 -0.509 -3.690
H -0.481 -1.883 -4.439
H -0.026 -0.208 -4.877
C -3.540 -5.341 -2.925
S -2.626 -4.353 -4.102
O -2.568 -2.965 -3.551
C -3.887 -4.335 -5.378
H -2.938 -5.433 -2.025
H -4.483 -4.849 -2.692
H -3.724 -6.333 -3.333
H -4.801 -3.907 -4.966
H -4.058 -5.353 -5.728
H -3.519 -3.719 -6.195
C -6.240 -6.605 0.923
S -5.853 -7.910 -0.244
O -5.244 -7.246 -1.432
C -7.550 -8.288 -0.678
H -5.299 -6.189 1.281
H -6.820 -5.837 0.411
H -6.808 -7.028 1.752
H -8.027 -7.390 -1.067
H -8.083 -8.641 0.205
H -7.521 -9.063 -1.441
C 3.121 5.777 3.738
S 2.748 4.044 3.456
O 1.961 3.580 4.635
C 4.418 3.432 3.690
H 2.176 6.313 3.675
H 3.576 5.893 4.721
H 3.796 6.125 2.957
H 4.791 3.681 4.682
H 5.070 3.861 2.928
H 4.360 2.352 3.551
C 3.434 2.580 -2.237
S 3.214 3.157 -0.552
O 3.555 4.609 -0.541
C 4.620 2.292 0.144
H 2.652 3.041 -2.837
H 4.420 2.879 -2.594
H 3.308 1.499 -2.263
H 5.529 2.613 -0.367
H 4.469 1.219 0.037
H 4.668 2.548 1.199
C -1.023 5.019 -1.963
S -0.580 3.404 -2.613
O -0.766 3.480 -4.091
C -2.008 2.537 -1.963
H -0.260 5.721 -2.292
H -1.998 5.315 -2.350
H -1.032 4.975 -0.874
H -2.916 3.007 -2.342
H -1.975 2.564 -0.874
H -1.936 1.508 -2.307
C -11.167 -4.599 1.389
S -9.489 -5.231 1.352
O -9.588 -6.711 1.477
C -9.001 -4.609 2.964
H -11.657 -4.928 0.476
H -11.683 -5.007 2.258
H -11.142 -3.510 1.424
H -9.677 -5.007 3.720
H -9.025 -3.519 2.953
H -7.986 -4.952 3.153
C 1.317 4.024 -6.349
S 1.706 4.052 -8.096
O 2.268 2.719 -8.441
C 3.104 5.176 -7.971
H 0.488 3.340 -6.190
H 2.190 3.681 -5.794
H 1.016 5.020 -6.025
H 3.847 4.745 -7.301
H 2.760 6.142 -7.600
H 3.523 5.291 -8.969
C 6.737 4.700 8.227
S 5.470 5.662 7.394
O 5.560 5.311 5.949
C 6.276 7.255 7.576
H 6.437 3.656 8.173
H 7.688 4.844 7.716
H 6.801 5.012 9.269
H 7.261 7.213 7.112
H 6.352 7.504 8.634
H 5.655 7.991 7.068
```

=====

[2]
C4H6N2O2 | ωB97M-V/def2-TZVPD

Summary:
highest occupied orbital energy: -7.423 eV
calculated total energy: -11316.2091 eV
Kohn-Sham gap: 7.757 eV
spin multiplicity: 1
LUMO energy: 0.0123 Eh
energy relative to the best compared isomer or geometry (same formula, charge and spin): 111.4 kcal per mole
SMILES string: Cn1cnc(O)c1O

The geometry in XYZ format:
```
14
C4H6N2O2 (ωB97M-V/def2-TZVPD)
C -0.523 -1.779 -0.827
N -0.071 -0.487 -0.682
C 0.229 0.577 -1.505
N 0.669 1.736 -0.828
C 0.412 1.413 0.492
O 0.349 2.237 1.655
C 0.106 0.008 0.600
O 0.187 -0.884 1.627
H -1.433 -1.940 -0.225
H -0.522 -1.911 -1.771
H 0.132 -2.295 -0.002
H -0.232 0.452 -2.520
H -0.052 3.341 1.474
H 0.749 -0.468 2.513
```

=====

[3]
C21H25CeO2 | ωB97M-V/def2-TZVPD

Summary:
highest occupied orbital energy: -11.211 eV
calculated total energy: -39197.0005 eV
total charge: +1
Kohn-Sham gap: 6.320 eV
spin multiplicity: 1
LUMO energy: -0.1797 Eh
energy relative to the best compared isomer or geometry (same formula, charge and spin): 38.5 kcal per mole

The geometry in XYZ format:
```
49
C21H25CeO2 (ωB97M-V/def2-TZVPD)
C 0.848 -1.865 2.443
C -0.438 -2.387 2.020
C -0.384 -2.631 0.622
H -1.328 -2.429 2.687
C 0.912 -2.283 0.159
C 1.686 -1.810 1.266
H 2.741 -1.555 1.350
H 1.034 -1.429 3.434
H -1.204 -3.152 0.141
H 1.272 -2.369 -0.847
C -0.458 2.869 1.146
C -0.079 2.405 2.437
C 1.259 1.883 2.368
H -0.792 2.219 3.251
C 1.699 2.036 1.000
C 0.636 2.631 0.264
H 0.733 2.968 -0.767
H -1.433 3.367 0.985
H 1.829 1.446 3.205
H 2.739 1.859 0.669
Ce -0.435 0.083 1.696
O 0.230 -0.144 -2.554
C -1.013 -0.646 -3.080
C 0.192 -0.916 -3.871
H -1.459 -1.416 -2.474
H -1.724 0.099 -3.426
H 0.606 -1.923 -3.791
H 1.352 -1.790 -6.135
C 0.981 -0.783 -6.255
C 0.435 -0.163 -5.121
C -0.012 1.181 -5.231
H -0.432 1.706 -4.363
C 0.098 1.854 -6.454
H -0.221 2.907 -6.512
C 0.619 1.199 -7.564
H 0.708 1.725 -8.502
C 1.046 -0.124 -7.474
H 1.445 -0.639 -8.332
C -2.378 -0.984 5.712
C -1.388 0.040 5.150
C -0.061 0.026 5.911
O -1.055 -0.215 3.739
H -1.985 -2.022 5.643
H -3.331 -0.875 5.177
H -2.430 -0.834 6.794
H -1.860 1.034 5.184
H 0.296 -1.011 5.822
H 0.655 0.763 5.499
H -0.151 0.098 6.981
```

=====

[4]
C2H2N2O3 | ωB97M-V/def2-TZVPD

Summary:
highest occupied orbital energy: -10.903 eV
calculated total energy: -11223.7747 eV
Kohn-Sham gap: 9.189 eV
spin multiplicity: 1
LUMO energy: -0.0630 Eh
energy relative to the best compared isomer or geometry (same formula, charge and spin): 116.0 kcal per mole

The geometry in XYZ format:
```
9
C2H2N2O3 (ωB97M-V/def2-TZVPD)
C -2.195 -1.169 -1.873
C 0.230 0.586 0.918
N -1.690 -1.964 -2.591
N -0.717 -2.676 -3.106
O 1.068 1.447 1.010
O -0.534 -2.717 -4.283
O 0.141 -0.138 -0.204
H -0.533 0.324 1.547
H 0.896 -0.227 -0.802
```

=====

[5]
C6H38N2O11 | ωB97M-V/def2-TZVPD

Summary:
highest occupied orbital energy: -9.315 eV
calculated total energy: -32341.1332 eV
Kohn-Sham gap: 9.570 eV
spin multiplicity: 1
LUMO energy: 0.0094 Eh
energy relative to the best compared isomer or geometry (same formula, charge and spin): 67.4 kcal per mole
SMILES string: CCCNC[C@@H](C)N.O.O.O.O.O.O.O.O.O.O.O

The geometry in XYZ format:
```
57
C6H38N2O11 (ωB97M-V/def2-TZVPD)
C -2.278 2.758 -1.546
C -2.907 1.431 -1.136
C -1.895 0.301 -0.899
N -0.981 0.517 0.233
C -0.495 -0.771 0.751
C -0.771 -1.013 2.224
C -2.049 -1.819 2.521
N 0.455 -1.662 2.795
H -1.484 2.554 -2.273
H -3.025 3.329 -2.103
H -1.878 3.388 -0.754
H -3.632 1.091 -1.873
H -3.443 1.539 -0.185
H -2.553 -0.549 -0.740
H -1.271 0.123 -1.790
H -0.258 1.180 0.011
H -0.958 -1.591 0.199
H 0.558 -0.876 0.492
H -0.784 -0.077 2.788
H -2.304 -2.342 1.592
H -2.999 -1.348 2.770
H -1.810 -2.536 3.297
H 0.553 -1.291 3.742
H 0.341 -2.661 2.846
O 2.211 3.205 0.318
H 1.588 3.702 0.899
H 2.193 3.454 -0.614
O 0.604 1.039 -3.050
H 1.535 0.794 -3.113
H 0.177 0.187 -3.059
O -1.167 -4.376 -1.915
H -0.909 -3.844 -2.665
H -2.115 -4.347 -1.927
O 2.416 -0.682 -1.917
H 3.063 -1.286 -1.559
H 2.514 0.075 -1.303
O 2.599 0.584 0.586
H 2.166 1.441 0.781
H 1.990 0.086 1.146
O -1.877 2.213 2.080
H -2.082 1.712 1.294
H -2.100 1.731 2.866
O 2.823 -2.213 0.357
H 2.301 -2.833 -0.253
H 2.213 -1.917 1.023
O -0.067 -4.256 1.858
H -0.555 -4.513 1.061
H 0.769 -4.766 1.863
O 0.844 3.660 -2.095
H 0.891 2.763 -2.410
H 0.151 3.553 -1.390
O 0.555 3.355 2.367
H -0.369 3.016 2.165
H 0.481 4.229 2.727
O 0.224 -2.292 -2.727
H 0.257 -1.630 -2.040
H 0.997 -2.370 -3.201
```

=====

[6]
C50H115F6O32P7 | ωB97M-V/def2-TZVPD

Summary:
highest occupied orbital energy: -9.844 eV
calculated total energy: -200576.2339 eV
Kohn-Sham gap: 9.919 eV
spin multiplicity: 1
LUMO energy: 0.0028 Eh
SMILES string: CCOC(=O)C(F)(F)F.CCOC(=O)C(F)(F)F.CCOP(=O)(OCC)OCC.CCOP(=O)(OCC)OCC.CCOP(=O)(OCC)OCC.CCOP(=O)(OCC)OCC.CCOP(=O)(OCC)OCC.CCOP(=O)(OCC)OCC.CCOP(=O)(OCC)OCC

The geometry in XYZ format:
```
210
C50H115F6O32P7 (ωB97M-V/def2-TZVPD)
C -2.983 -1.551 -5.202
C -2.153 -0.503 -6.043
O -1.019 0.008 -5.452
C -1.040 1.095 -4.647
O -1.970 1.897 -4.627
C 0.424 1.408 -4.173
F 0.887 2.280 -5.023
F 0.386 2.058 -2.956
F 1.245 0.339 -4.157
H -3.548 -2.214 -5.858
H -3.504 -1.093 -4.361
H -2.265 -2.322 -4.924
H -2.865 0.253 -6.374
H -1.712 -1.012 -6.901
C -6.511 -2.282 1.880
C -6.574 -0.749 1.567
O -6.039 -0.646 0.241
C -5.450 0.479 -0.321
O -5.362 1.552 0.289
C -4.904 0.379 -1.747
F -3.607 0.681 -1.798
F -5.113 -0.812 -2.297
F -5.544 1.244 -2.466
H -5.474 -2.611 1.811
H -7.166 -2.757 1.151
H -6.929 -2.270 2.887
H -6.073 -0.131 2.313
H -7.618 -0.442 1.630
C -2.882 4.934 -1.446
C -2.525 4.512 0.028
O -2.845 5.441 1.074
P -4.246 6.058 1.495
O -5.273 6.386 0.436
O -4.839 5.012 2.639
C -5.246 3.708 2.468
C -6.070 3.394 3.699
O -3.800 7.290 2.520
C -3.423 8.599 2.070
C -2.136 8.649 1.244
H -2.270 5.762 -1.805
H -2.702 3.997 -1.972
H -3.957 5.074 -1.559
H -3.146 3.645 0.251
H -1.470 4.241 -0.009
H -5.871 3.745 1.576
H -4.383 3.073 2.266
H -6.713 2.544 3.467
H -5.570 3.136 4.633
H -6.792 4.199 3.838
H -4.336 8.918 1.567
H -3.278 9.249 2.933
H -2.153 7.939 0.417
H -2.121 9.685 0.906
H -1.176 8.362 1.671
C -3.261 0.693 3.889
C -3.161 0.215 2.443
O -1.777 -0.225 2.292
P -0.777 0.625 1.362
O -0.814 2.071 1.596
O 0.702 -0.101 1.597
C 1.259 -0.115 2.899
C 0.851 -1.432 3.600
O -1.073 0.255 -0.179
C -1.192 -1.110 -0.467
C -0.680 -1.378 -1.890
H -4.308 0.587 4.177
H -2.721 0.074 4.605
H -3.035 1.759 3.863
H -3.862 -0.600 2.258
H -3.299 1.043 1.748
H 2.346 -0.103 2.823
H 0.905 0.705 3.524
H -0.088 -1.361 4.149
H 0.864 -2.289 2.927
H 1.681 -1.630 4.278
H -0.612 -1.767 0.181
H -2.198 -1.445 -0.214
H -0.413 -2.415 -2.097
H -1.281 -0.912 -2.671
H 0.264 -0.835 -1.914
C 0.776 -3.051 -5.392
C 0.448 -3.009 -6.848
O 1.645 -3.024 -7.531
P 1.827 -3.957 -8.848
O 3.052 -3.633 -9.653
O 1.720 -5.440 -8.262
C 1.988 -6.568 -9.010
C 0.897 -7.551 -8.631
O 0.457 -3.826 -9.718
C 0.057 -2.690 -10.636
C -0.342 -3.302 -11.986
H 1.144 -4.020 -5.056
H 1.549 -2.321 -5.154
H -0.072 -2.784 -4.761
H -0.353 -3.683 -7.152
H 0.062 -2.026 -7.120
H 1.892 -6.430 -10.087
H 2.879 -7.181 -8.873
H 1.029 -7.739 -7.566
H -0.143 -7.227 -8.638
H 0.984 -8.482 -9.191
H -0.885 -2.350 -10.204
H 0.831 -1.928 -10.543
H -1.007 -2.593 -12.478
H 0.515 -3.376 -12.656
H -0.913 -4.215 -11.815
C 2.551 0.164 6.811
C 1.835 -0.816 7.806
O 0.903 -1.709 7.220
P -0.611 -1.570 7.602
O -0.748 -1.675 9.055
O -0.965 -0.173 6.821
C -1.087 1.114 7.441
C -2.553 1.606 7.331
O -1.342 -2.674 6.701
C -2.752 -2.648 6.646
C -3.340 -3.899 7.150
H 3.179 -0.351 6.084
H 1.777 0.722 6.283
H 3.140 0.928 7.318
H 2.761 -1.301 8.114
H 1.377 -0.167 8.553
H -0.744 1.257 8.466
H -0.532 1.808 6.809
H -2.827 1.773 6.290
H -3.294 0.987 7.837
H -2.532 2.601 7.775
H -3.263 -1.863 7.205
H -3.080 -2.469 5.622
H -3.406 -3.819 8.235
H -4.355 -3.907 6.751
H -2.815 -4.784 6.789
C -2.043 -3.311 2.829
C -1.868 -4.615 1.992
O -0.458 -4.809 1.986
P 0.167 -6.283 1.682
O -0.217 -7.386 2.596
O -0.405 -6.421 0.152
C 0.216 -5.614 -0.884
C -0.143 -6.270 -2.259
O 1.796 -6.031 1.435
C 2.441 -5.136 2.300
C 2.686 -3.810 1.612
H -3.012 -2.889 3.093
H -1.422 -3.358 3.723
H -1.462 -2.553 2.304
H -2.389 -5.420 2.510
H -2.293 -4.438 1.004
H -0.188 -4.611 -1.023
H 1.303 -5.676 -0.826
H -1.228 -6.351 -2.330
H 0.382 -5.694 -3.022
H 0.325 -7.254 -2.265
H 1.929 -4.939 3.242
H 3.378 -5.560 2.660
H 1.768 -3.254 1.420
H 3.253 -3.112 2.229
H 3.140 -3.865 0.623
C 8.573 -3.216 -0.340
C 7.344 -2.402 -0.536
O 7.634 -1.061 -0.116
P 7.007 -0.411 1.245
O 7.647 0.845 1.709
O 5.437 -0.348 0.917
C 4.958 0.728 0.033
C 3.511 0.606 -0.421
O 7.112 -1.598 2.389
C 6.918 -1.397 3.798
C 5.439 -1.574 4.080
H 8.666 -4.029 -1.060
H 9.403 -2.525 -0.486
H 8.565 -3.713 0.631
H 7.100 -2.429 -1.598
H 6.460 -2.830 -0.064
H 5.140 1.650 0.585
H 5.635 0.805 -0.818
H 3.418 1.349 -1.213
H 3.362 -0.349 -0.925
H 2.824 0.614 0.425
H 7.476 -2.064 4.456
H 7.165 -0.395 4.149
H 5.032 -2.477 3.625
H 5.234 -1.592 5.150
H 4.807 -0.720 3.837
C 1.566 6.480 -4.346
C 1.025 5.251 -3.554
O 1.907 5.061 -2.470
P 2.100 6.045 -1.181
O 0.885 6.825 -0.760
O 2.793 5.144 0.002
C 1.863 4.391 0.782
C 2.521 3.427 1.683
O 3.339 7.011 -1.571
C 3.788 7.971 -0.559
C 4.019 9.356 -1.132
H 2.495 6.367 -4.906
H 0.774 6.806 -5.020
H 1.702 7.300 -3.641
H 0.006 5.509 -3.265
H 0.975 4.333 -4.140
H 1.140 4.981 1.345
H 1.257 3.771 0.123
H 3.309 3.003 1.061
H 3.081 3.971 2.445
H 1.840 2.612 1.927
H 3.109 8.083 0.286
H 4.672 7.565 -0.068
H 3.572 9.324 -2.126
H 3.724 10.151 -0.448
H 5.080 9.582 -1.240
```